Formula: C6H11O2
Source: OMol25
Level of theory: ωB97M-V with the def2-TZVPD basis set

Calculated values
molar mass: 115.15 g mol⁻¹
multiplicity: 4
DFT total energy: -385.494807 Ha
frontier orbital gap (spin up / spin down): 8.252 / 9.725 eV
HOMO energy (spin up / spin down): -7.1 / -10.7 eV
LUMO (spin up / spin down): 1.118 / -0.934 eV
energy relative to the best compared isomer or geometry (same formula, charge and spin): 3.6 kJ/mol

Geometry as XYZ:
```
19
C6H11O2 (ωB97M-V with the def2-TZVPD basis set)
O -0.44 -0.10 1.19
O 0.49 0.66 1.55
C -2.63 -4.48 -0.95
C -3.22 -3.21 -1.56
C -2.73 -1.94 -0.80
C -1.30 -1.95 -0.49
C -0.59 -3.17 -0.15
C -1.11 -4.43 -0.92
H -3.03 -4.63 0.06
H -2.95 -5.34 -1.55
H -2.92 -3.14 -2.62
H -4.31 -3.26 -1.52
H -2.89 -1.04 -1.43
H -3.35 -1.85 0.10
H -0.75 -1.02 -0.57
H 0.47 -2.99 -0.40
H -0.66 -3.41 0.93
H -0.73 -5.34 -0.43
H -0.72 -4.41 -1.95
```